The following is a quantum chemistry calculation of the ion C3H7N2 with charge +1 at a distorted geometry, from OMol25.

Computed properties:
Energy   -227.7202 hartree
Net charge   +1
HOMO level   -15.79 eV
ΔE to the lowest compared entry with this formula, charge and spin   21.43 kcal/mol
Structure (SMILES)   [NH2+]=C1CCN1
HOMO-LUMO gap   12.395 eV
Molecular weight   71.10 g mol⁻¹

```
12
Properties=species:S:1:pos:R:3:forces:R:3
N 1.0335 0.0424 -0.2500 1.214 2.641 -0.894
N -0.6817 1.7426 -0.3425 0.984 -0.635 0.438
C -0.1657 0.5290 -0.1760 -0.978 0.173 0.293
C 0.9044 -1.3210 0.1718 -4.533 1.122 -2.376
C -0.8880 -0.6937 0.2111 5.451 -1.034 -1.348
H 1.8515 0.6196 -0.4162 0.301 -0.441 -0.099
H 1.1736 -1.4123 1.1462 1.087 -0.933 2.608
H -0.0574 2.5410 -0.3709 -0.350 0.067 -0.140
H -1.3033 -0.7239 1.1240 -1.491 -0.052 3.259
H -1.4304 -1.1375 -0.5274 -1.578 -1.190 -2.026
H -1.6161 1.8628 0.0259 0.057 0.258 -0.272
H 1.1797 -2.0490 -0.5962 -0.163 0.023 0.556
```
Forces are in eV/Å.